No. 1
{
  "formula": "C5H7NOS",
  "method": "ωB97M-V/def2-TZVPD",
  "species": ["C", "H", "C", "C", "H", "H", "S", "C", "H", "N", "H", "H", "O", "C", "H"],
  "xyz": [[0.35789, -0.99810, 0.21744], [-1.51983, 1.98645, 0.61294], [2.31550, -1.80336, -0.51339], [-1.80490, 1.59810, -0.32986], [-2.97228, -1.72682, 0.35408], [1.06853, 0.74071, 1.39719], [-1.80185, -2.24854, 0.10217], [2.62207, -0.68618, 0.28142], [2.80306, -2.61293, -1.05414], [-0.91347, -0.87130, 0.42017], [-2.66222, 1.13438, -0.66004], [3.51835, -0.19804, 0.60684], [0.98162, -2.00152, -0.48336], [1.40927, -0.12708, 0.72424], [-1.19583, 1.81428, -1.15850]],
  "nbo_charge": [0.40, 0.17, 0.13, -0.49, 0.10, 0.25, 0.24, -0.32, 0.22, -0.57, 0.16, 0.24, -0.44, -0.24, 0.15],
  "homo_ev": [-8.04, -7.45],
  "relative_energy_kcal_mol": 117.19,
  "energy_ev": -19666.5210,
  "homo_lumo_gap_ev": [7.106, 8.150]
}

=====

No. 2
{
  "formula": "C3H8NO",
  "method": "ωB97M-V/def2-TZVPD",
  "species": ["H", "C", "H", "H", "N", "O", "H", "C", "H", "H", "H", "H", "C"],
  "xyz": [[1.65882, -0.14976, 1.11356], [-0.32397, -1.18908, 0.94373], [-1.38923, -0.79162, 0.96392], [0.45862, -0.69454, -1.02672], [0.77796, 0.24020, -0.71620], [-0.17404, -2.13583, 0.00274], [0.04096, 1.33561, -2.27209], [-0.22014, 1.21704, -1.22380], [-1.21355, 0.75253, -1.16041], [0.20985, 0.86176, 1.24105], [-0.21707, 2.11404, -0.61344], [-0.25612, -1.54701, 2.02377], [0.64791, -0.01334, 0.72388]],
  "nbo_charge": [0.16, -0.03, 0.06, 0.40, -0.68, -0.95, 0.18, -0.43, 0.17, 0.14, 0.17, 0.07, -0.26],
  "smiles": "CNCC[O-]",
  "homo_ev": -2.38,
  "relative_energy_kcal_mol": 14.53,
  "charge": -1,
  "energy_ev": -6777.3619,
  "homo_lumo_gap_ev": 6.878
}